Molecular formula: C40H56CdGeN6OS2
Method: DFT, the ωB97M-V functional and the def2-TZVPD basis

HOMO energy = 0.18 eV
Frontier orbital gap = 0.1491 Eh
Net charge = -2
Max |F| = 0.006 Eh/bohr

Geometry as XYZ:
```
107
Properties=species:S:1:pos:R:3:forces:R:3
Cd 1.3159 0.7818 0.0209 0.0 0.0 0.3
C 1.5602 1.6723 3.6175 0.0 0.0 0.0
N 2.2326 0.5289 3.0337 0.0 0.0 0.0
C 2.3925 -0.5468 3.9783 0.0 0.0 0.0
C 3.4985 0.9055 2.4149 0.0 0.0 0.0
C 3.9645 -0.1159 1.4020 0.0 0.0 0.0
C 5.1491 -0.8188 1.6131 0.0 0.0 0.0
C 5.5990 -1.7453 0.6787 0.0 0.0 0.0
C 4.8440 -1.9643 -0.4659 0.0 0.0 0.0
C 3.6549 -1.2644 -0.6633 0.0 0.0 0.0
C 3.1769 -0.3229 0.2551 0.1 0.0 0.0
H 2.1312 2.1006 4.4649 0.0 0.0 0.0
H 0.5760 1.3742 3.9874 0.0 0.0 0.0
H 1.4267 2.4394 2.8522 0.0 0.0 0.0
H 2.9899 -0.2448 4.8625 0.0 0.0 0.0
H 2.9030 -1.3873 3.5036 0.0 0.0 0.0
H 1.4143 -0.8850 4.3294 0.0 0.0 0.0
H 4.2766 1.0735 3.1861 0.0 0.0 0.0
H 3.3262 1.8547 1.8989 0.0 0.0 0.0
H 5.7279 -0.6343 2.5153 0.0 0.0 0.0
H 6.5232 -2.2892 0.8450 0.0 0.0 0.0
H 5.1796 -2.6861 -1.2053 0.0 0.0 0.0
H 3.0749 -1.4539 -1.5614 0.0 0.0 0.0
O 1.2861 -0.4061 -2.7831 -0.2 -0.1 -0.2
S 0.8367 0.9443 -3.2831 0.0 0.0 0.1
C 2.2672 2.0376 -2.9973 -0.1 0.0 0.0
C 3.0036 2.2526 -4.3188 0.0 0.0 0.0
C 2.6780 1.0608 -5.2178 0.0 0.0 0.0
C 1.1737 0.8933 -5.0755 0.1 0.0 0.0
H 2.8591 1.4802 -2.2701 0.1 0.0 -0.1
H 1.8882 2.9255 -2.4892 0.1 0.1 -0.1
H 4.0767 2.3620 -4.1518 0.0 0.0 0.0
H 2.6517 3.1720 -4.7978 0.0 0.0 0.0
H 3.1713 0.1607 -4.8423 0.0 0.0 0.0
H 2.9895 1.2180 -6.2543 0.0 0.0 0.0
H 0.7654 -0.0486 -5.4429 0.0 0.0 0.0
H 0.6362 1.7295 -5.5308 0.0 0.0 0.0
C -1.4669 3.8013 -2.2901 0.0 0.0 0.0
N -0.1494 3.8199 -1.6886 0.0 0.0 0.0
C -0.0686 3.3330 -0.2742 0.1 0.0 0.1
S 1.7337 3.5377 0.1746 -0.1 0.2 0.1
N -0.8865 4.3151 0.5176 0.0 0.0 -0.1
C -0.8329 4.1462 1.9583 0.0 0.0 0.0
H -1.3914 4.0924 -3.3430 0.0 0.0 0.0
H -2.2075 4.4706 -1.8199 0.0 0.0 0.0
H -1.8554 2.7787 -2.2621 0.0 0.0 0.0
H 0.1988 4.7734 -1.6487 0.0 0.0 0.0
H -1.8509 4.1496 0.2405 0.0 0.0 0.0
H 0.1430 4.4714 2.3222 0.0 0.0 0.0
H -0.9862 3.1017 2.2699 0.0 0.0 0.0
H -1.6080 4.7683 2.4184 0.0 0.0 0.0
C 0.9853 -4.9061 -1.4342 0.0 0.0 0.0
N 0.2772 -4.1769 -0.3912 0.1 0.0 0.0
C -0.6715 -3.2248 -0.9620 0.0 0.0 0.0
C 1.0873 -3.6316 0.6166 0.1 0.0 0.0
N 0.9864 -2.4091 0.9210 -0.2 0.1 -0.1
N 1.9814 -4.5678 1.1880 0.0 0.0 0.0
C 1.3755 -5.7754 1.7166 0.0 0.0 0.0
C 2.9719 -4.0035 2.0787 0.0 0.0 0.0
H 1.4902 -4.2205 -2.1294 0.0 0.0 0.0
H 0.2658 -5.4999 -2.0026 0.0 0.0 0.0
H 1.7336 -5.5690 -1.0067 0.0 0.0 0.0
H -1.3440 -3.7704 -1.6272 0.0 0.0 0.0
H -0.1557 -2.4391 -1.5245 0.0 0.0 0.0
H -1.2491 -2.7457 -0.1750 0.0 0.0 0.0
H 1.5505 -2.1070 1.7071 0.0 -0.1 0.0
H 0.6239 -6.1510 1.0274 0.0 0.0 0.0
H 0.8871 -5.5957 2.6873 0.0 0.0 0.0
H 2.1451 -6.5388 1.8593 0.0 0.0 0.0
H 3.4635 -3.1521 1.6078 0.0 0.0 0.0
H 3.7291 -4.7622 2.2880 0.0 0.0 0.0
H 2.5385 -3.6797 3.0384 0.0 0.0 0.0
C -0.4576 1.8867 -0.0807 -0.1 0.0 -0.1
Ge -2.1705 1.2021 0.0252 0.1 -0.1 0.2
C -3.6712 2.3135 0.7692 0.0 0.1 -0.1
C -4.3472 3.2721 0.0081 0.0 0.0 0.0
C -5.3308 4.0855 0.5585 0.0 0.0 0.0
C -5.6674 3.9587 1.8996 0.0 0.0 0.0
C -5.0115 3.0133 2.6763 0.0 0.0 0.0
C -4.0296 2.2056 2.1143 0.0 0.0 0.0
C -3.0178 0.3834 -1.6137 0.1 0.0 -0.1
C -2.1618 -0.4213 -2.3734 -0.1 0.1 -0.1
C -2.5939 -1.0500 -3.5319 0.0 0.0 0.0
C -3.9020 -0.8749 -3.9741 0.0 0.0 0.0
C -4.7656 -0.0723 -3.2434 0.0 0.0 0.0
C -4.3238 0.5439 -2.0734 0.0 -0.1 0.0
C -2.2657 -0.3847 1.2387 0.0 0.0 0.0
C -3.3064 -1.3112 1.1600 0.0 0.0 0.0
C -3.3954 -2.3799 2.0438 0.0 0.0 0.0
C -2.4348 -2.5391 3.0361 0.0 0.0 0.0
C -1.3950 -1.6250 3.1317 0.0 0.0 0.0
C -1.3133 -0.5616 2.2403 0.0 0.0 0.0
H -4.0968 3.3900 -1.0409 0.0 0.0 0.0
H -5.8307 4.8240 -0.0594 0.0 0.0 0.0
H -6.4299 4.5945 2.3360 0.0 0.0 0.0
H -5.2610 2.9073 3.7268 0.0 0.0 0.0
H -3.5244 1.4760 2.7386 0.0 0.0 0.0
H -1.1285 -0.5350 -2.0592 0.0 0.0 0.0
H -1.9053 -1.6711 -4.0967 0.0 0.0 0.0
H -4.2414 -1.3570 -4.8850 0.0 0.0 0.0
H -5.7873 0.0718 -3.5811 0.0 0.0 0.0
H -5.0202 1.1506 -1.5029 0.0 0.0 0.0
H -4.0549 -1.2035 0.3797 0.0 0.0 0.0
H -4.2087 -3.0933 1.9569 0.0 0.0 0.0
H -2.4938 -3.3763 3.7237 0.0 0.0 0.0
H -0.6309 -1.7549 3.8913 0.0 0.0 0.0
H -0.4894 0.1446 2.2939 0.0 0.0 0.0
```
Forces are in eV/Å.

Atomic partial charges in e from the Löwdin method, atoms 1 to 4: Cd 1.267; C -0.123; N -0.281; C -0.115



Molecular formula: C38H47N5O4PTc
Method: DFT, the ωB97M-V functional and the def2-TZVPD basis

HOMO energy (alpha / beta) = -9.91 / -10.36 eV
Frontier orbital gap (alpha / beta) = 0.2388 / 0.2388 Eh
Net charge = +1
Max |F| = 0.013 Eh/bohr
Spin multiplicity = 4

Geometry as XYZ:
```
96
Properties=species:S:1:pos:R:3:forces:R:3
Tc -0.0978 -0.0419 -0.2968 0.0 -0.4 -0.5
O -0.4554 0.1505 5.1930 0.0 0.0 0.0
C -0.3406 -1.1530 4.8881 0.0 0.0 0.0
C -0.3424 -2.0580 5.9488 0.0 0.0 0.0
C -0.2030 -3.4093 5.7122 0.0 0.0 0.0
C -0.0625 -3.9005 4.4132 0.0 0.0 0.0
C -0.0700 -3.0147 3.3592 0.0 0.0 0.0
C -0.2059 -1.6359 3.5739 0.0 -0.1 0.0
C -0.1857 -0.7448 2.4167 0.0 0.0 -0.1
O -0.1332 -1.2956 1.2206 0.0 0.1 0.4
N -0.2327 0.5487 2.5818 0.0 0.1 -0.1
N -0.1849 1.2033 1.3512 0.1 0.0 0.3
C -0.2635 2.4882 1.3610 0.0 0.1 0.0
C -0.2815 3.3273 0.1934 0.0 0.0 0.1
C -0.2764 4.7189 0.4042 0.0 0.0 0.0
C -0.2884 5.6020 -0.6469 0.0 0.0 -0.1
C -0.3191 5.1003 -1.9517 0.0 0.0 0.0
C -0.3317 3.7424 -2.1893 0.0 0.1 -0.1
C -0.3090 2.8356 -1.1290 0.0 -0.2 0.0
O -0.3197 1.5356 -1.4300 -0.1 0.1 0.0
H -0.4244 0.6674 4.3615 0.0 0.0 0.0
H -0.4550 -1.6692 6.9519 0.0 0.0 0.0
H -0.2038 -4.0950 6.5499 0.0 0.0 0.0
H 0.0451 -4.9616 4.2365 0.0 0.0 0.0
H 0.0216 -3.3652 2.3397 0.0 0.0 0.0
H -0.3249 2.9683 2.3355 0.0 0.0 0.0
H -0.2641 5.0870 1.4234 0.0 0.0 0.0
H -0.2805 6.6676 -0.4682 0.0 0.0 0.0
H -0.3409 5.7849 -2.7898 0.0 0.0 0.0
H -0.3711 3.3445 -3.1951 0.0 0.0 0.0
C 2.9492 2.1087 -1.0747 0.0 0.0 0.0
C 2.7344 1.0760 -2.1900 0.0 0.0 0.1
C 4.0640 0.7544 -2.8766 0.0 0.0 0.0
P 1.8058 -0.4302 -1.6671 0.1 0.0 -0.1
C 2.9659 -1.7805 -1.1803 -0.1 -0.1 0.1
C 3.3274 -2.6651 -2.3761 0.0 0.0 0.0
C 2.4310 -2.6170 -0.0138 0.0 0.0 0.0
C 0.8575 -0.9406 -3.1239 0.1 0.1 0.0
C 1.2508 -0.7896 -4.4535 0.1 -0.1 0.0
C 0.4353 -1.2068 -5.4926 0.0 0.0 0.0
C 0.8508 -1.0441 -6.9301 0.0 0.0 0.0
C -0.8036 -1.7704 -5.1657 0.0 0.0 0.0
C -1.2250 -1.9006 -3.8588 -0.1 0.0 0.0
C -0.3964 -1.4724 -2.8213 -0.1 0.0 0.2
N -0.7775 -1.4903 -1.4729 0.1 0.2 -0.1
C -1.7252 -2.4292 -0.9737 0.1 0.1 0.0
C -2.8135 -1.9658 -0.2231 -0.1 0.1 0.0
C -3.1099 -0.4966 -0.0251 0.0 -0.1 0.0
C -3.6735 -2.8871 0.3621 0.0 0.0 0.0
C -3.4949 -4.2529 0.2144 0.0 0.0 0.0
C -4.4074 -5.2408 0.8882 0.0 0.0 0.0
C -2.4291 -4.6867 -0.5676 0.0 0.0 0.0
C -1.5387 -3.8081 -1.1658 0.1 -0.1 0.0
C -0.4136 -4.3735 -1.9944 0.0 0.0 0.0
H 3.0281 3.1033 -1.5166 0.0 0.0 0.0
H 3.8714 1.9145 -0.5288 0.0 0.0 0.0
H 2.1490 2.1210 -0.3404 0.0 0.0 0.0
H 2.0484 1.5092 -2.9220 0.0 0.0 0.0
H 4.7864 0.3438 -2.1686 0.0 0.0 0.0
H 4.4860 1.6788 -3.2740 0.0 0.0 0.0
H 3.9733 0.0512 -3.7013 0.0 0.0 0.0
H 3.8598 -1.2582 -0.8355 0.0 0.0 0.0
H 2.4417 -3.1144 -2.8259 0.0 0.0 0.0
H 3.9749 -3.4715 -2.0287 0.0 0.0 0.0
H 3.8587 -2.1241 -3.1587 0.0 0.0 0.0
H 1.5004 -3.1234 -0.2739 0.0 0.0 0.0
H 2.2426 -2.0041 0.8628 0.0 0.0 0.0
H 3.1724 -3.3765 0.2407 0.0 0.0 0.0
H 2.2190 -0.3685 -4.6930 0.0 0.0 0.0
H 1.9096 -0.8020 -7.0127 0.0 0.0 0.0
H 0.2858 -0.2395 -7.4047 0.0 0.0 0.0
H 0.6644 -1.9535 -7.5013 0.0 0.0 0.0
H -1.4567 -2.1006 -5.9655 0.0 0.0 0.0
H -2.1963 -2.3194 -3.6261 0.0 0.0 0.0
H -2.6787 0.1269 -0.8137 0.0 0.0 0.0
H -2.7638 -0.1383 0.9510 0.0 0.0 0.0
H -4.1862 -0.3249 -0.0472 0.0 0.0 0.0
H -4.5117 -2.5203 0.9450 0.0 0.0 0.0
H -5.3231 -4.7639 1.2339 0.0 0.0 0.0
H -3.9147 -5.6855 1.7552 0.0 0.0 0.0
H -4.6759 -6.0532 0.2127 0.0 0.0 0.0
H -2.2778 -5.7520 -0.7082 0.0 0.0 0.0
H -0.1853 -5.3880 -1.6709 0.0 0.0 0.0
H 0.4949 -3.7777 -1.9203 0.0 0.0 0.0
H -0.6823 -4.4141 -3.0522 0.0 0.0 0.0
C 2.8814 -0.0418 4.1615 0.0 0.0 0.0
N 4.0197 -0.0574 3.2609 0.0 0.0 0.1
C 3.9076 0.0925 1.9241 -0.1 0.0 -0.1
N 5.0986 -0.0127 1.2313 0.0 -0.1 0.0
O 2.8417 0.2789 1.3366 0.1 0.0 0.1
H 3.1508 0.4759 5.0802 0.0 0.0 0.0
H 2.5434 -1.0499 4.4061 0.0 0.0 0.0
H 2.0670 0.4929 3.6821 0.0 0.0 0.0
H 4.9082 -0.3501 3.6296 0.0 0.0 0.0
H 5.9639 0.1597 1.7159 0.0 0.0 0.0
H 5.0667 0.3365 0.2892 0.0 0.0 0.0
```
Forces are in eV/Å.

Atomic partial charges in e from the Löwdin method, atoms 1 to 4: Tc 1.536; O 0.068; C -0.278; C -0.005



Molecular formula: H26O13
Method: DFT, the ωB97M-V functional and the def2-TZVPD basis

HOMO energy = -10.34 eV
Frontier orbital gap = 0.3801 Eh
Max |F| = 0.106 Eh/bohr

Geometry as XYZ:
```
39
Properties=species:S:1:pos:R:3:forces:R:3
H 0.3217 0.3496 0.2539 0.0 0.2 -0.4
H -0.7649 -0.5617 0.7999 -0.9 -1.0 -0.4
H -1.1676 3.9163 -0.6863 -0.2 -0.3 -1.1
H -0.3702 3.9682 0.5602 -0.4 0.1 0.1
H 5.0552 -2.3185 0.2103 -0.4 0.6 -0.6
H 3.5649 -2.2447 0.4773 1.7 1.2 -2.1
H 3.9978 3.4245 -1.5768 0.3 0.3 0.1
H 2.5757 3.0114 -1.8797 0.7 -0.6 0.0
H -2.1924 -4.0395 1.0909 0.5 -0.7 -0.3
H -0.9243 -5.0365 0.6968 -1.3 1.6 0.5
H 4.1559 -0.1505 -0.8694 1.0 0.6 2.0
H 4.2017 -1.0914 -2.0140 -1.0 1.3 0.4
H 1.7283 -1.7300 0.1325 -0.3 0.8 -1.2
H 2.1853 -0.8544 -1.1034 3.1 2.3 -0.4
H -3.5334 -1.2713 -2.2922 0.6 2.9 -2.3
H -3.5722 -1.8573 -1.0412 0.5 -0.7 1.1
H 2.3412 -0.4138 4.0134 -0.3 0.3 -0.2
H 3.7536 0.0141 4.3864 -2.0 1.2 -1.2
H -2.1575 3.7037 1.5356 0.8 0.1 0.0
H -3.5330 3.4580 1.1485 0.6 -0.7 1.2
H -4.5630 -0.0611 -1.2259 -0.3 0.4 -0.3
H -3.4035 0.8798 -1.1110 -0.9 0.1 -0.7
H -4.4166 -1.6825 0.6268 -0.9 -0.3 0.2
H -3.7114 -1.2291 1.9672 0.2 -0.3 -2.5
H -0.2987 0.8492 -1.7721 0.0 0.1 0.0
H 1.0068 0.1572 -1.6312 0.6 -1.2 -0.4
O -0.1347 0.0835 1.0521 0.7 0.7 1.3
O -1.2577 4.1789 0.2164 1.7 0.7 0.3
O 4.2709 -1.8573 -0.1760 -0.1 -3.4 4.2
O 3.4932 2.6654 -1.8640 -1.0 0.4 0.0
O -1.2361 -4.1222 0.9594 0.9 -0.9 -0.2
O 3.7533 -0.2660 -1.6885 -0.3 -0.1 -4.2
O 1.6788 -1.5599 -0.8342 -3.2 -3.7 1.7
O -3.7211 -2.0927 -1.9472 -0.8 -2.5 1.0
O 2.9035 0.3682 3.9330 2.3 -1.4 1.3
O -2.8649 3.1375 1.8131 -2.4 0.0 -0.4
O -4.1811 0.6964 -1.6984 1.2 -0.2 1.2
O -3.5778 -1.3992 0.9705 0.4 0.5 2.3
O 0.5945 0.9773 -1.4327 -0.9 1.5 -0.1
```
Forces are in eV/Å.

Atomic partial charges in e from the Löwdin method, atoms 1 to 4: H -0.032; H -0.003; H 0.045; H 0.084



Molecular formula: CBrClFN3
Method: DFT, the ωB97M-V functional and the def2-TZVPD basis

HOMO energy (alpha / beta) = -9.96 / -9.92 eV
Frontier orbital gap (alpha / beta) = 0.2265 / 0.2253 Eh
Max |F| = 0.119 Eh/bohr

Geometry as XYZ:
```
7
Properties=species:S:1:pos:R:3:forces:R:3
C 0.0954 -1.3016 0.6199 -0.3 3.1 -1.8
N -0.0648 -2.3250 1.0258 -1.1 -5.5 2.3
N 0.4459 -0.0968 0.3859 1.9 4.8 -3.3
N -0.0027 0.9800 0.0083 -2.7 -1.7 1.1
F 0.7446 -1.1870 -1.6720 -0.3 0.8 1.5
Cl 0.8105 2.4316 -0.2098 0.9 -0.5 0.2
Br -2.0289 1.4988 -0.1581 1.6 -1.1 0.0
```
Forces are in eV/Å.

Atomic partial charges in e from the Löwdin method, atoms 1 to 4: C -0.350; N 0.249; N 0.072; N -0.789



Molecular formula: C4H5ClS
Method: DFT, the ωB97M-V functional and the def2-TZVPD basis

HOMO energy = -9.24 eV
Frontier orbital gap = 0.3021 Eh
Max |F| = 0.104 Eh/bohr

Geometry as XYZ:
```
11
Properties=species:S:1:pos:R:3:forces:R:3
C -0.2938 -0.6116 0.4147 0.3 -1.9 -3.4
C -0.0880 0.6088 -0.3999 -3.1 3.4 -2.8
C 0.0443 1.8931 0.0414 -0.2 0.2 -0.3
C 0.8288 -1.6810 0.1711 -0.6 -0.6 -0.6
H -0.5282 -0.4162 1.4080 -0.1 0.3 1.9
H -0.6891 0.7206 -1.6854 2.3 -1.3 4.1
H -0.3138 2.5833 -0.9551 1.7 -0.9 3.8
H 0.4135 2.2075 1.3015 -1.4 -0.8 -4.5
H 0.2093 -2.8250 0.2077 2.8 3.1 -0.1
S 2.3646 -1.1040 -0.2686 -3.2 -2.0 1.1
Cl -1.9476 -1.3754 -0.2355 1.4 0.5 0.7
```
Forces are in eV/Å.

Atomic partial charges in e from the Löwdin method, atoms 1 to 4: C -0.688; C -0.410; C -0.075; C -0.614



Molecular formula: C21H45N3
Method: DFT, the ωB97M-V functional and the def2-TZVPD basis

HOMO energy = -8.11 eV
Frontier orbital gap = 0.3291 Eh
Max |F| = 0.009 Eh/bohr

Geometry as XYZ:
```
69
Properties=species:S:1:pos:R:3:forces:R:3
C -5.2437 -3.9016 0.6947 0.0 0.1 -0.2
C -5.1924 -2.9549 -0.4991 -0.1 0.2 0.2
C -4.4498 -1.6513 -0.2011 0.1 -0.3 -0.2
C -2.9530 -1.8503 0.0215 0.0 0.4 -0.1
H -2.7805 -2.4754 0.9012 0.1 -0.1 0.0
H -2.5386 -2.3708 -0.8461 0.0 -0.1 0.0
C -2.2045 -0.5179 0.2052 -0.1 -0.2 0.2
N -0.7563 -0.6607 0.1937 0.2 -0.1 0.1
H -0.4821 -1.3579 0.8789 0.0 0.0 0.0
C -0.1560 -0.9672 -1.0889 0.2 -0.2 -0.1
C 1.3663 -0.7759 -1.0608 -0.4 0.1 0.2
C 2.0610 -1.8015 -0.1671 0.1 0.0 -0.4
C 3.5743 -1.6044 -0.1913 -0.1 0.0 0.4
H 4.0354 -2.3716 0.4307 0.1 0.0 -0.1
H 3.9323 -1.7348 -1.2141 0.1 0.0 -0.1
C 3.9452 -0.2058 0.3137 0.2 0.0 -0.4
C 3.2580 0.8209 -0.5935 -0.2 0.0 0.3
C 1.7433 0.6280 -0.5955 0.2 -0.1 -0.3
H 1.3442 0.7815 0.4082 0.0 0.1 0.0
H 1.2832 1.3692 -1.2532 -0.1 0.1 0.0
H 3.4769 1.8341 -0.2572 0.1 0.1 -0.1
H 3.6287 0.7140 -1.6148 0.1 0.0 -0.1
H 3.5154 -0.0947 1.3171 0.0 0.0 0.1
C 5.4741 0.0160 0.4664 0.1 0.0 0.2
C 6.2249 -0.1305 -0.8593 -0.2 0.0 0.2
H 5.8734 0.5917 -1.5912 0.0 0.1 -0.1
H 7.2872 0.0426 -0.6995 0.1 0.0 0.0
H 6.1060 -1.1297 -1.2696 0.0 -0.1 -0.1
C 6.0469 -0.9969 1.4673 -0.1 0.1 -0.2
H 5.4803 -0.9832 2.3959 -0.1 0.0 0.2
H 7.0813 -0.7497 1.6968 0.1 0.0 0.0
H 6.0316 -2.0063 1.0660 0.0 -0.1 0.0
C 5.7420 1.4188 1.0283 -0.1 -0.2 -0.2
H 6.7920 1.5184 1.2955 0.1 0.0 0.0
H 5.5134 2.1899 0.2981 0.0 0.1 0.0
H 5.1460 1.5965 1.9207 -0.1 0.1 0.1
H 1.8164 -2.8128 -0.5032 -0.1 0.0 0.1
H 1.7058 -1.6906 0.8593 0.0 0.0 0.1
H 1.7289 -0.9165 -2.0866 0.0 0.0 0.0
H -0.5860 -0.2747 -1.8195 0.0 0.0 0.0
H -0.3714 -1.9924 -1.4398 0.0 0.1 0.0
C -2.6143 0.1842 1.5244 -0.2 -0.2 -0.1
N -3.4430 1.3651 1.3873 -0.3 0.1 0.1
H -4.1174 1.2263 0.6421 0.0 0.0 0.0
C -2.7558 2.6253 1.1830 0.0 0.2 -0.1
C -3.7779 3.7532 1.3388 0.3 -0.2 0.1
H -3.2954 4.7232 1.2459 0.0 0.1 -0.1
H -4.2456 3.6843 2.3167 -0.1 0.0 0.1
H -4.5606 3.6743 0.5877 -0.2 0.0 -0.1
C -1.9841 2.7375 -0.1482 -0.1 0.0 0.2
N -2.8288 2.4111 -1.2853 -0.3 0.3 0.1
H -3.6383 3.0261 -1.2888 0.1 -0.1 0.0
C -2.1346 2.5387 -2.5489 0.0 0.1 -0.1
H -1.7296 3.5471 -2.7273 0.0 -0.1 0.0
H -1.3016 1.8345 -2.5637 0.0 0.0 -0.1
H -2.8184 2.2877 -3.3588 0.1 0.0 -0.1
H -1.5535 3.7525 -0.2244 0.0 -0.1 0.0
H -1.1561 2.0233 -0.1403 0.1 0.0 0.0
H -2.0174 2.7198 1.9897 0.0 0.0 -0.1
H -1.7079 0.4713 2.0625 0.0 0.0 0.0
H -3.1648 -0.5216 2.1566 0.1 -0.1 0.0
H -2.4676 0.1400 -0.6301 0.0 0.0 0.1
H -4.8940 -1.1818 0.6786 -0.1 0.1 0.1
H -4.5852 -0.9706 -1.0459 0.0 0.1 0.0
H -4.7140 -3.4596 -1.3420 0.0 0.0 -0.1
H -6.2150 -2.7119 -0.7983 0.0 0.0 -0.1
H -4.2485 -4.2451 0.9646 0.1 -0.1 0.1
H -5.6815 -3.4022 1.5565 0.0 0.0 0.1
H -5.8493 -4.7742 0.4598 0.0 -0.1 0.1
```
Forces are in eV/Å.

Atomic partial charges in e from the Löwdin method, atoms 1 to 4: C -0.114; C -0.268; C -0.220; C -0.166



> The highest max |F| belongs to which entry?

CBrClFN3